Record 1
Density functional theory data (ωB97M-V with the def2-TZVPD basis set) for C34H33ClI3N6O11RbS as an isolated structure at a distorted geometry.

## Properties
- total charge = -2
- maximum force (eV/Å) = 1.064
- HOMO (eV) = -2.39
- HOMO-LUMO gap (hartree) = 0.2062
- energy relative to the best compared isomer or geometry (same formula, charge and spin) (kcal per mole) = 25.74

Positions of all 90 atoms, in Å:
Rb1 -0.873 -1.279 -0.957
O1 -2.079 -2.343 4.420
C1 -2.388 -2.056 3.128
O2 -2.696 -0.952 2.779
C2 -2.293 -3.294 2.281
O3 -2.661 -3.019 0.970
C3 -2.380 -4.151 0.129
C4 -2.892 -3.848 -1.303
O4 -4.044 -4.239 -1.555
O5 -2.083 -3.229 -2.032
H1 -2.129 -1.498 4.891
H2 -2.930 -4.071 2.733
H3 -1.253 -3.641 2.347
H4 -2.904 -5.028 0.526
H5 -1.297 -4.326 0.129
I1 -0.539 7.289 -3.989
C5 -0.323 5.477 -2.962
C6 0.361 5.442 -1.758
C7 0.493 4.234 -1.103
I2 1.526 4.188 0.719
C8 -0.032 2.985 -1.568
O6 0.103 1.899 -0.962
C9 -0.736 3.100 -2.827
C10 -1.363 1.863 -3.402
N1 -2.615 1.538 -2.726
C11 -3.396 0.536 -3.429
C12 -4.491 -0.018 -2.555
C13 -5.836 0.146 -2.855
C14 -6.780 -0.438 -2.021
C15 -6.345 -1.166 -0.930
C16 -4.975 -1.272 -0.708
N2 -4.073 -0.702 -1.492
C17 -0.863 4.305 -3.486
H6 0.786 6.341 -1.334
H7 -0.687 1.014 -3.269
H8 -1.507 2.006 -4.489
H9 -3.155 2.385 -2.590
H10 -2.731 -0.295 -3.679
H11 -3.823 0.905 -4.378
H12 -6.131 0.710 -3.731
H13 -7.838 -0.333 -2.231
H14 -7.041 -1.662 -0.268
H15 -4.589 -1.849 0.123
H16 -1.393 4.329 -4.432
Cl1 4.612 -4.441 -5.428
C18 3.671 -3.860 -4.061
C19 3.505 -4.671 -2.971
C20 2.776 -4.238 -1.868
I3 2.567 -5.494 -0.213
C21 2.166 -2.963 -1.770
O7 1.540 -2.555 -0.772
C22 2.340 -2.128 -2.977
N3 1.745 -0.915 -2.948
C23 1.896 -0.104 -3.965
C24 2.639 -0.439 -5.110
C25 3.228 -1.670 -5.175
C26 3.097 -2.568 -4.093
H17 3.950 -5.657 -2.970
H18 1.418 0.868 -3.885
H19 2.732 0.270 -5.923
H20 3.801 -1.969 -6.043
C27 3.202 5.416 4.480
C28 2.683 4.035 4.108
S1 3.054 2.865 5.395
O8 4.478 2.639 5.397
O9 2.402 3.300 6.607
C29 2.242 1.371 4.873
C30 2.678 0.869 3.503
N4 2.018 -0.390 3.189
C31 0.881 -0.499 2.456
N5 0.524 -1.763 2.283
C32 1.441 -2.511 2.934
C33 2.366 -1.691 3.521
N6 3.459 -2.054 4.340
O10 3.646 -3.242 4.534
O11 4.150 -1.159 4.820
C34 0.150 0.652 1.877
H21 2.980 6.109 3.669
H22 4.279 5.392 4.634
H23 2.725 5.775 5.390
H24 3.163 3.661 3.204
H25 1.602 4.028 3.967
H26 1.169 1.565 4.914
H27 2.506 0.647 5.646
H28 3.756 0.730 3.480
H29 2.395 1.564 2.713
H30 1.426 -3.587 2.944
H31 0.130 1.526 2.529
H32 -0.875 0.338 1.687
H33 0.584 0.966 0.922


Record 2
Density functional theory data (ωB97M-V with the def2-TZVPD basis set) for C34H33MnN4OPSSe2 as an isolated structure.

## Properties
- total charge = 0
- maximum force (eV/Å) = 0.955
- HOMO (spin up / spin down) (eV) = -7.25 / -7.22
- HOMO-LUMO gap (spin up / spin down) (hartree) = 0.2605 / 0.2592
- multiplicity = 2

Positions of all 77 atoms, in Å:
Mn1 -0.542 0.260 0.143
C1 0.226 -0.504 4.316
C2 0.995 0.591 4.667
C3 1.247 1.572 3.719
C4 0.717 1.424 2.452
N1 -0.025 0.368 2.121
C5 -0.266 -0.580 3.025
C6 0.985 2.368 1.328
C7 1.586 3.599 1.479
C8 1.824 4.367 0.348
C9 1.469 3.859 -0.886
C10 0.868 2.615 -0.948
N2 0.606 1.894 0.143
H1 0.020 -1.300 5.018
H2 1.409 0.676 5.663
H3 1.870 2.422 3.958
H4 -0.859 -1.417 2.679
H5 1.863 3.960 2.459
H6 2.289 5.339 0.435
H7 1.663 4.405 -1.799
H8 0.589 2.162 -1.889
C11 -4.364 3.731 1.314
C12 -4.805 3.104 0.000
N3 -4.845 1.640 0.042
C13 -6.124 1.008 0.398
C14 -6.220 0.596 1.860
C15 -3.750 0.884 -0.154
S1 -2.277 1.687 -0.588
N4 -3.975 -0.437 -0.062
C16 -3.028 -1.350 0.058
O1 -1.800 -1.186 0.274
C17 -3.478 -2.783 -0.010
C18 -2.519 -3.787 -0.080
C19 -2.911 -5.117 -0.148
C20 -4.261 -5.445 -0.136
C21 -5.220 -4.443 -0.063
C22 -4.828 -3.113 -0.003
H9 -4.322 4.817 1.213
H10 -3.370 3.373 1.584
H11 -5.056 3.493 2.123
H12 -4.143 3.412 -0.805
H13 -5.811 3.434 -0.258
H14 -6.262 0.142 -0.243
H15 -6.902 1.732 0.160
H16 -5.401 -0.074 2.119
H17 -7.160 0.071 2.036
H18 -6.188 1.461 2.524
H19 -1.472 -3.513 -0.092
H20 -2.163 -5.897 -0.211
H21 -4.566 -6.482 -0.188
H22 -6.272 -4.698 -0.054
H23 -5.561 -2.319 0.050
Se1 3.964 0.986 0.023
P1 3.193 -0.975 -0.239
Se2 1.070 -1.297 -0.727
C23 3.524 -1.967 1.271
C24 4.718 -1.753 1.959
C25 5.019 -2.494 3.092
C26 4.127 -3.452 3.557
C27 2.936 -3.668 2.880
C28 2.636 -2.932 1.739
C29 4.137 -1.882 -1.515
C30 5.471 -1.539 -1.721
C31 6.241 -2.239 -2.638
C32 5.682 -3.283 -3.363
C33 4.352 -3.625 -3.165
C34 3.580 -2.930 -2.244
H24 5.398 -0.985 1.612
H25 5.949 -2.317 3.617
H26 4.360 -4.026 4.446
H27 2.236 -4.413 3.238
H28 1.706 -3.100 1.212
H29 5.895 -0.707 -1.172
H30 7.277 -1.962 -2.793
H31 6.281 -3.824 -4.086
H32 3.909 -4.434 -3.733
H33 2.542 -3.199 -2.097


Record 3
Density functional theory data (ωB97M-V with the def2-TZVPD basis set) for C34H33MoN2O3P3S2 as an isolated structure.

## Properties
- total charge = +2
- maximum force (eV/Å) = 0.190
- HOMO (spin up / spin down) (eV) = -13.60 / -14.28
- HOMO-LUMO gap (spin up / spin down) (hartree) = 0.2564 / 0.2895
- multiplicity = 3
- energy relative to the best compared isomer or geometry (same formula, charge and spin) (kcal per mole) = 0.00

Positions of all 78 atoms, in Å:
Mo1 0.310 0.634 0.215
S1 0.311 0.418 2.715
P1 1.345 -1.218 2.097
C1 1.619 -0.765 0.414
P2 2.974 0.000 -0.392
S2 2.192 1.860 -0.723
C2 4.454 0.124 0.610
C3 4.812 1.314 1.237
C4 5.983 1.368 1.976
C5 6.780 0.239 2.099
C6 6.414 -0.953 1.483
C7 5.255 -1.013 0.730
C8 3.378 -0.844 -1.920
C9 3.012 -2.171 -2.119
C10 3.392 -2.823 -3.285
C11 4.133 -2.144 -4.243
C12 4.500 -0.817 -4.042
C13 4.124 -0.162 -2.881
C14 0.324 -2.699 2.088
C15 -0.525 -2.935 3.168
C16 -1.334 -4.061 3.169
C17 -1.295 -4.949 2.101
C18 -0.442 -4.719 1.029
C19 0.368 -3.592 1.021
C20 2.784 -1.549 3.103
C21 3.278 -2.855 3.151
C22 4.381 -3.136 3.940
C23 4.978 -2.123 4.680
C24 4.484 -0.827 4.630
C25 3.384 -0.533 3.841
H1 4.192 2.196 1.134
H2 6.277 2.296 2.448
H3 7.697 0.287 2.671
H4 7.041 -1.829 1.576
H5 4.987 -1.933 0.224
H6 2.453 -2.700 -1.355
H7 3.122 -3.859 -3.440
H8 4.433 -2.652 -5.150
H9 5.084 -0.297 -4.789
H10 4.413 0.871 -2.723
H11 -0.559 -2.244 4.001
H12 -1.992 -4.249 4.007
H13 -1.925 -5.828 2.108
H14 -0.400 -5.421 0.207
H15 1.033 -3.405 0.186
H16 2.794 -3.651 2.599
H17 4.761 -4.147 3.994
H18 5.829 -2.350 5.310
H19 4.947 -0.045 5.217
H20 2.985 0.473 3.811
C26 -2.211 2.151 -3.496
O1 -1.537 1.750 -2.270
P3 -0.492 0.579 -2.208
O2 0.524 0.856 -3.384
C27 0.812 -0.018 -4.498
O3 -1.330 -0.706 -2.644
C28 -0.849 -2.051 -2.492
H21 -2.785 1.314 -3.889
H22 -1.475 2.495 -4.218
H23 -2.879 2.959 -3.219
H24 1.363 0.587 -5.211
H25 -0.112 -0.373 -4.950
H26 1.430 -0.852 -4.167
H27 -1.715 -2.679 -2.297
H28 -0.143 -2.115 -1.659
H29 -0.361 -2.379 -3.408
N1 -6.971 -0.799 1.588
C29 -5.871 -0.582 1.343
C30 -4.494 -0.318 1.030
C31 -4.019 0.989 0.966
C32 -2.688 1.186 0.672
N2 -1.839 0.174 0.448
C33 -2.302 -1.083 0.498
C34 -3.618 -1.371 0.789
H30 -4.672 1.831 1.144
H31 -2.283 2.191 0.612
H32 -1.590 -1.876 0.313
H33 -3.955 -2.397 0.828


Record 4
Density functional theory data (ωB97M-V with the def2-TZVPD basis set) for C34H34BrF3N5O5SSeTi as an isolated structure at a distorted geometry.

## Properties
- total charge = 0
- maximum force (eV/Å) = 1.911
- HOMO (spin up / spin down) (eV) = -7.88 / -8.63
- HOMO-LUMO gap (spin up / spin down) (hartree) = 0.2558 / 0.2779
- multiplicity = 2
- energy relative to the best compared isomer or geometry (same formula, charge and spin) (kcal per mole) = 0.00

Positions of all 85 atoms, in Å:
Ti1 0.693 -1.245 0.868
C1 -2.253 -1.167 5.901
C2 -0.918 -1.139 6.294
C3 0.092 -1.088 5.352
C4 -0.251 -1.071 4.005
C5 -1.576 -1.099 3.597
C6 -2.580 -1.144 4.555
N1 0.746 -0.994 2.967
N2 1.930 -0.943 3.366
C7 2.908 -0.679 2.371
C8 4.223 -0.599 2.849
C9 5.225 -0.212 1.990
C10 4.914 0.090 0.660
C11 3.614 -0.020 0.197
C12 2.564 -0.402 1.041
H1 -3.033 -1.204 6.650
H2 -0.661 -1.156 7.344
H3 1.129 -1.061 5.649
H4 -1.825 -1.093 2.545
H5 -3.614 -1.165 4.238
H6 4.425 -0.831 3.887
H7 6.246 -0.142 2.341
H8 5.709 0.390 -0.013
H9 3.399 0.166 -0.851
Br1 -4.883 -6.454 0.511
C13 -3.065 -6.125 0.895
C14 -2.245 -7.180 1.276
N3 -0.958 -7.034 1.562
C15 -0.444 -5.811 1.476
C16 -1.193 -4.700 1.109
C17 -2.539 -4.852 0.804
C18 -0.568 -3.363 1.029
O1 -1.229 -2.339 0.748
O2 0.685 -3.237 1.273
H10 -2.654 -8.181 1.345
H11 0.607 -5.695 1.707
H12 -3.135 -4.001 0.509
C19 -4.669 3.006 -2.775
C20 -3.386 2.212 -2.964
C21 -3.195 1.150 -1.888
C22 -1.938 0.315 -2.071
N4 -0.727 1.132 -1.999
C23 -0.127 1.534 -0.869
Se1 -0.680 1.090 0.871
N5 0.982 2.228 -1.186
C24 1.870 2.931 -0.266
C25 1.685 4.442 -0.340
C26 0.289 4.921 0.053
C27 0.013 4.796 1.546
C28 1.105 2.266 -2.568
C29 2.080 2.817 -3.393
C30 1.914 2.638 -4.751
C31 0.818 1.934 -5.272
C32 -0.145 1.382 -4.453
C33 0.020 1.564 -3.085
H13 -4.782 3.777 -3.537
H14 -4.684 3.499 -1.801
H15 -5.545 2.358 -2.826
H16 -2.531 2.896 -2.957
H17 -3.386 1.733 -3.949
H18 -4.048 0.465 -1.886
H19 -3.170 1.616 -0.899
H20 -1.918 -0.169 -3.047
H21 -1.849 -0.464 -1.314
H22 2.890 2.643 -0.524
H23 1.663 2.536 0.728
H24 1.931 4.789 -1.346
H25 2.425 4.888 0.330
H26 -0.463 4.364 -0.516
H27 0.178 5.964 -0.251
H28 0.004 3.755 1.873
H29 -0.954 5.225 1.808
H30 0.774 5.323 2.124
H31 2.934 3.346 -2.995
H32 2.651 3.040 -5.432
H33 0.738 1.805 -6.342
H34 -0.967 0.810 -4.855
F1 3.121 -1.623 -2.920
C34 2.434 -2.680 -2.485
F2 2.543 -3.660 -3.386
F3 2.971 -3.092 -1.339
S1 0.653 -2.285 -2.291
O3 0.263 -1.698 -3.538
O4 0.037 -3.500 -1.852
O5 0.698 -1.237 -1.214


Record 5
Density functional theory data (ωB97M-V with the def2-TZVPD basis set) for C34H34FeNO3P2Te as an isolated structure at a distorted geometry.

## Properties
- total charge = -1
- maximum force (eV/Å) = 1.467
- HOMO (spin up / spin down) (eV) = -3.28 / -2.72
- HOMO-LUMO gap (spin up / spin down) (hartree) = 0.2087 / 0.1878
- multiplicity = 5
- energy relative to the best compared isomer or geometry (same formula, charge and spin) (kcal per mole) = 43.14

Positions of all 76 atoms, in Å:
Fe1 0.283 0.045 2.306
C1 -1.845 -1.086 4.058
O1 -1.085 0.109 4.129
C2 -0.230 0.176 5.258
C3 0.981 -0.727 5.163
O2 1.710 -0.420 3.994
C4 2.868 -1.227 3.860
H1 -2.375 -1.267 5.000
H2 -1.216 -1.955 3.832
H3 -2.549 -0.950 3.245
H4 -0.783 -0.104 6.165
H5 0.079 1.219 5.327
H6 0.702 -1.789 5.169
H7 1.604 -0.547 6.051
H8 3.509 -1.117 4.742
H9 3.393 -0.874 2.976
H10 2.600 -2.280 3.730
Te1 -0.459 -1.214 -2.553
C5 -0.570 0.329 -3.992
C6 -0.123 1.611 -3.689
C7 -0.220 2.600 -4.654
N1 -0.719 2.411 -5.878
C8 -1.149 1.181 -6.155
C9 -1.103 0.123 -5.260
C10 -0.061 -0.012 -0.908
P1 1.435 -0.369 -0.059
C11 2.759 -0.078 -1.289
C12 3.425 -1.049 -2.031
C13 4.385 -0.689 -2.970
C14 4.690 0.646 -3.186
C15 4.026 1.626 -2.456
C16 3.076 1.265 -1.516
C17 1.581 -2.193 0.234
C18 0.436 -2.989 0.277
C19 0.507 -4.338 0.598
C20 1.733 -4.928 0.876
C21 2.884 -4.152 0.837
C22 2.805 -2.801 0.530
P2 -1.212 0.433 0.403
C23 -2.826 -0.112 -0.286
C24 -3.279 0.355 -1.525
C25 -4.481 -0.082 -2.056
C26 -5.255 -1.005 -1.362
C27 -4.821 -1.481 -0.136
C28 -3.615 -1.031 0.395
C29 -1.414 2.282 0.359
C30 -0.306 3.032 0.754
C31 -0.348 4.416 0.801
C32 -1.507 5.089 0.437
C33 -2.633 4.359 0.066
C34 -2.588 2.967 0.040
H11 0.269 1.821 -2.699
H12 0.120 3.607 -4.433
H13 -1.563 1.036 -7.149
H14 -1.490 -0.846 -5.557
H15 3.173 -2.094 -1.897
H16 4.882 -1.460 -3.546
H17 5.432 0.923 -3.925
H18 4.248 2.673 -2.622
H19 2.551 2.028 -0.950
H20 -0.526 -2.528 0.072
H21 -0.400 -4.930 0.621
H22 1.791 -5.984 1.114
H23 3.849 -4.601 1.046
H24 3.713 -2.207 0.507
H25 -2.677 1.074 -2.070
H26 -4.809 0.291 -3.018
H27 -6.192 -1.353 -1.780
H28 -5.416 -2.203 0.410
H29 -3.274 -1.414 1.348
H30 0.979 2.283 1.370
H31 0.518 4.976 1.141
H32 -1.538 6.173 0.457
H33 -3.553 4.868 -0.201
H34 -3.484 2.427 -0.234
O3 0.694 2.033 2.341


Record 6
Density functional theory data (ωB97M-V with the def2-TZVPD basis set) for C34H34GeInN6O6S2 as an isolated structure.

## Properties
- total charge = -1
- maximum force (eV/Å) = 0.793
- HOMO (eV) = -5.04
- HOMO-LUMO gap (hartree) = 0.2787
- energy relative to the best compared isomer or geometry (same formula, charge and spin) (kcal per mole) = 7.96

Positions of all 84 atoms, in Å:
In1 -0.318 0.539 -1.544
N1 3.497 -7.028 0.799
C1 2.787 -6.042 0.100
C2 3.416 -5.295 -0.899
C3 2.731 -4.296 -1.564
C4 1.411 -4.021 -1.230
C5 0.780 -4.750 -0.240
C6 1.464 -5.757 0.424
S1 0.544 -2.743 -2.112
O1 0.651 -3.053 -3.511
O2 -0.774 -2.663 -1.518
N2 1.269 -1.373 -1.691
C7 2.191 -0.764 -2.472
N3 2.078 0.581 -2.403
C8 2.798 1.312 -3.231
C9 3.709 0.734 -4.103
C10 3.843 -0.643 -4.010
N4 3.117 -1.403 -3.203
H1 4.255 -7.436 0.274
H2 2.913 -7.741 1.208
H3 4.451 -5.502 -1.148
H4 3.213 -3.710 -2.339
H5 -0.252 -4.525 -0.001
H6 0.967 -6.325 1.203
H7 2.641 2.385 -3.174
H8 4.296 1.324 -4.792
H9 4.579 -1.162 -4.617
O3 1.109 2.407 -0.482
N5 0.314 3.387 -0.122
C11 0.575 4.039 1.029
C12 -0.214 5.065 1.477
C13 -1.329 5.419 0.724
C14 -1.589 4.747 -0.446
C15 -0.755 3.723 -0.916
S2 -1.005 2.905 -2.407
H10 1.437 3.659 1.552
H11 0.026 5.542 2.415
H12 -1.993 6.205 1.058
H13 -2.452 4.990 -1.050
C16 0.253 -1.465 1.564
Ge1 -0.970 -0.108 0.852
C17 -0.935 1.302 2.247
C18 -2.057 2.046 2.611
C19 -2.011 2.955 3.660
C20 -0.840 3.129 4.384
C21 0.286 2.394 4.041
C22 0.239 1.497 2.981
C23 -2.804 -0.836 0.855
C24 -3.017 -2.082 1.386
C25 -4.292 -2.688 1.383
C26 -5.358 -2.041 0.833
C27 -5.194 -0.757 0.257
C28 -6.284 -0.075 -0.334
C29 -6.120 1.157 -0.900
C30 -4.849 1.765 -0.896
C31 -3.783 1.130 -0.324
C32 -3.912 -0.150 0.269
H14 -0.095 -1.796 2.545
H15 1.252 -1.041 1.671
H16 0.316 -2.314 0.890
H17 -2.995 1.905 2.085
H18 -2.900 3.518 3.920
H19 -0.807 3.828 5.212
H20 1.208 2.514 4.599
H21 1.134 0.942 2.721
H22 -2.189 -2.638 1.811
H23 -4.414 -3.675 1.815
H24 -6.342 -2.498 0.816
H25 -7.255 -0.560 -0.337
H26 -6.959 1.662 -1.362
H27 -4.703 2.728 -1.369
H28 -2.816 1.618 -0.348
C33 4.765 1.997 -0.156
C34 3.893 1.857 1.079
O4 3.056 0.721 1.016
H29 5.471 2.824 -0.042
H30 4.148 2.194 -1.034
H31 5.327 1.078 -0.327
H32 3.300 2.771 1.205
H33 4.509 1.736 1.973
H34 2.457 0.857 0.268
O5 -2.202 -0.089 -2.868
N6 -1.558 -0.136 -3.923
O6 -0.334 0.092 -3.767


Question: What is the formula in the first record?
Answer: C34H33ClI3N6O11RbS